Record 1
A cluster of 2 separate species, C24H37FN4O6 in total at a distorted geometry, computed with wB97M-V/def2-TZVPD.

The molar mass comes out at 496.58 g/mol. For the HOMO energy, the calculation gives -8.82 eV. As for the LUMO energy: 0.41 eV.

Geometry (Å):
1 C 0.6547 -0.8151 1.2479
2 N 0.6203 0.6475 1.0442
3 C -0.3836 1.0431 0.0373
4 C 0.3449 2.0421 -0.9794
5 C 1.3176 2.8156 -0.0691
6 O 2.5167 2.7468 -0.0967
7 N 0.7039 3.6784 0.9248
8 C 1.7185 4.0521 1.8685
9 O 2.0477 3.3793 2.7969
10 F 2.3283 5.2278 1.6579
11 C -0.5671 2.9776 -1.8323
12 C -0.0073 2.7754 -3.2839
13 C 0.9430 1.5238 -3.2730
14 C 2.3969 1.7508 -3.7863
15 C 3.3790 0.9412 -2.9169
16 C 4.8891 1.1497 -3.3312
17 C 5.7000 1.0152 -2.0369
18 C 6.2362 2.0971 -1.3494
19 C 6.9254 1.8697 -0.1539
20 C 7.1038 0.6039 0.3918
21 C 6.5566 -0.4739 -0.3240
22 C 5.8664 -0.2780 -1.5167
23 O 0.4662 0.3610 -3.9936
24 C -0.5732 -0.1692 -3.3924
25 N -1.6302 -0.5636 -3.1050
26 O 0.8754 1.1371 -1.9127
27 H 1.0789 -0.9806 2.2566
28 H 1.3331 -1.3345 0.5533
29 H -0.3582 -1.2550 1.2669
30 H 0.3935 1.0596 1.9420
31 H -1.2235 1.5893 0.5096
32 H -0.6988 0.1910 -0.5765
33 H 0.0238 3.1700 1.4845
34 H -1.6429 2.8516 -1.6880
35 H -0.1856 3.9881 -1.5967
36 H -0.9049 2.3981 -3.8151
37 H 0.3644 3.6651 -3.7997
38 H 2.3966 1.3518 -4.8175
39 H 2.6109 2.8295 -3.8123
40 H 3.3193 1.3075 -1.8787
41 H 3.1193 -0.1304 -2.8730
42 H 4.9473 2.1766 -3.7236
43 H 5.1815 0.3938 -4.0725
44 H 6.1065 3.1216 -1.7103
45 H 7.3177 2.7354 0.3914
46 H 7.6137 0.4130 1.3361
47 H 6.6311 -1.4971 0.0523
48 H 5.4320 -1.1447 -2.0257
49 C -5.4976 -4.7087 4.2250
50 O -5.8143 -4.6296 2.8472
51 C -6.7544 -3.6090 2.5283
52 C -6.0943 -2.4845 1.7498
53 N -5.1753 -1.7232 2.5918
54 C -4.2978 -0.8166 1.8536
55 C -3.3200 -1.4218 0.8450
56 O -2.2863 -2.2017 1.4266
57 C -2.6395 -3.5441 1.7176
58 H -4.9248 -5.6217 4.3840
59 H -4.8823 -3.8604 4.5419
60 H -6.4027 -4.7562 4.8371
61 H -7.2634 -3.2323 3.4204
62 H -7.5110 -4.0704 1.8872
63 H -6.8662 -1.8110 1.3652
64 H -5.5766 -2.9365 0.8952
65 H -4.5982 -2.3707 3.1117
66 H -3.7090 -0.2787 2.6025
67 H -4.9156 -0.0703 1.3435
68 H -2.8130 -0.5874 0.3519
69 H -3.8232 -1.9784 0.0475
70 H -3.3602 -3.9471 1.0031
71 H -3.0271 -3.6277 2.7357
72 H -1.7317 -4.1470 1.6691


Record 2
A cluster of 11 separate species, C24H37N10OS in total at a distorted geometry, computed with wB97M-V/def2-TZVPD.

The molar mass comes out at 513.70 g/mol. For the HOMO energy, the calculation gives -13.23 eV. As for the LUMO energy: -3.60 eV. As for the charge: +1.

Geometry (Å):
1 C -0.2978 0.6371 2.4135
2 C -0.4123 1.0797 1.3017
3 S -0.5942 1.5240 -0.2972
4 C 1.1252 1.3549 -1.0557
5 O 1.7048 2.5582 -1.3054
6 C 2.1478 3.2667 -0.1486
7 H 0.0938 0.2050 3.3083
8 H -0.7712 2.8595 -0.2539
9 H 0.9237 0.8434 -1.9915
10 H 1.6872 0.6762 -0.4132
11 H 2.1824 4.3219 -0.3907
12 H 3.1405 2.9460 0.1576
13 H 1.4819 3.1343 0.7050
14 C -0.8980 -2.7561 0.8417
15 C -0.1468 -2.1499 -0.2410
16 N 0.5255 -1.6088 -0.9968
17 H -1.5410 -3.5514 0.4700
18 H -0.1986 -3.1599 1.5705
19 H -1.5082 -1.9956 1.3261
20 C 3.0608 -1.7739 3.1848
21 C 1.7656 -2.3559 3.5170
22 N 0.7513 -2.8181 3.7939
23 H 3.2804 -0.9457 3.8570
24 H 3.8298 -2.5373 3.2818
25 H 3.0580 -1.4128 2.1562
26 C -2.9689 3.7957 4.4123
27 C -1.8343 3.0214 4.8991
28 N -0.9384 2.4344 5.3080
29 H -3.8774 3.2008 4.4791
30 H -3.0864 4.6927 5.0164
31 H -2.8046 4.0850 3.3764
32 C 5.5942 1.0235 -1.9032
33 C 4.8481 0.3559 -0.8458
34 N 4.2717 -0.1682 -0.0026
35 H 6.6211 0.6633 -1.9101
36 H 5.1327 0.8189 -2.8673
37 H 5.6031 2.0968 -1.7235
38 C -1.3042 -0.8254 -3.7596
39 C -2.1089 0.3804 -3.8945
40 N -2.7188 1.3495 -3.9669
41 H -0.3383 -0.6772 -4.2417
42 H -1.1489 -1.0399 -2.7074
43 H -1.8033 -1.6739 -4.2162
44 C -4.9646 -3.1256 -1.0818
45 C -3.6934 -3.1544 -1.7901
46 N -2.6908 -3.1789 -2.3483
47 H -5.1717 -4.1049 -0.6558
48 H -4.9234 -2.3865 -0.2825
49 H -5.7688 -2.8772 -1.7800
50 C 6.9814 1.3716 2.3174
51 C 7.7468 1.9025 1.1960
52 N 8.3334 2.3110 0.3001
53 H 6.2908 0.6079 1.9629
54 H 7.6574 0.9311 3.0472
55 H 6.4197 2.1738 2.7922
56 C 3.7336 -5.6538 4.4921
57 C 4.4463 -5.1093 3.3428
58 N 5.0062 -4.6840 2.4376
59 H 3.0793 -6.4605 4.1692
60 H 4.4472 -6.0402 5.2167
61 H 3.1329 -4.8761 4.9606
62 C -2.9659 4.8946 -4.4572
63 C -3.7580 6.1148 -4.5374
64 N -4.3769 7.0771 -4.5957
65 H -2.0210 5.0325 -4.9789
66 H -2.7679 4.6522 -3.4156
67 H -3.5039 4.0658 -4.9113
68 C -8.9818 -1.5208 -3.7643
69 C -8.1483 -2.6202 -3.2983
70 N -7.4900 -3.4858 -2.9347
71 H -10.0125 -1.8563 -3.8565
72 H -8.9361 -0.6969 -3.0554
73 H -8.6289 -1.1789 -4.7350


Record 3
A structure of composition C24H37N4O15PS at a distorted geometry, computed with wB97M-V/def2-TZVPD.

The molar mass comes out at 684.61 g/mol. For the HOMO energy, the calculation gives -8.61 eV. As for the LUMO energy: -1.31 eV.

Geometry (Å):
1 C -1.8308 3.5843 0.7488
2 C -1.2618 2.5831 -0.2179
3 O -0.5197 2.9453 -1.0902
4 N -1.6747 1.2128 -0.1064
5 C -1.3183 0.6536 1.1557
6 C -1.8290 -0.7139 1.4661
7 O -0.6768 1.2939 1.9535
8 C -1.4059 0.3613 -1.2478
9 C -2.5856 -0.0523 -1.9839
10 C -3.9538 0.3908 -1.5051
11 C -4.3758 1.7367 -2.0381
12 O -5.4446 1.8820 -2.5548
13 C -2.5069 -0.8320 -3.1038
14 C -1.2389 -1.2625 -3.5690
15 N -0.9544 -2.0041 -4.6458
16 S 0.6423 -2.1795 -4.6470
17 N 1.0575 -1.3445 -3.3394
18 C -0.0942 -0.8832 -2.8329
19 C -0.1789 -0.0704 -1.6633
20 P 1.3588 0.3262 -0.7691
21 N 1.3670 -0.5514 0.5531
22 H -2.5690 4.1492 0.1797
23 H -2.2731 3.1325 1.6278
24 H -1.0178 4.2554 1.0007
25 H -1.6599 -1.4012 0.6409
26 H -1.3962 -1.0880 2.3841
27 H -2.9135 -0.6527 1.5957
28 H -3.9485 0.4550 -0.4168
29 H -4.6898 -0.3590 -1.7780
30 H -3.7012 2.6050 -1.9338
31 H -3.4079 -1.1032 -3.6368
32 H 1.4625 1.6789 -0.4189
33 H 2.4432 -0.0880 -1.5562
34 H 1.4293 0.0351 1.3761
35 C 0.1722 1.2526 4.7551
36 O -0.2347 0.3084 5.7580
37 C 0.3556 0.4646 6.9388
38 O 1.1713 1.3030 7.2206
39 O -0.1129 -0.4740 7.7663
40 C 0.4412 -0.4228 9.0813
41 H -0.3778 1.0175 3.8407
42 H -0.0671 2.2679 5.0699
43 H 1.2408 1.1632 4.5615
44 H 0.2094 0.5268 9.5601
45 H 1.5185 -0.5753 9.0513
46 H -0.0196 -1.2298 9.6439
47 C 7.6664 2.1940 -1.8833
48 O 6.3983 1.7352 -1.4118
49 C 6.4305 1.2008 -0.1895
50 O 7.4060 1.0865 0.5038
51 O 5.1948 0.8176 0.1260
52 C 5.0700 0.2190 1.4208
53 H 7.4992 2.6005 -2.8766
54 H 8.0571 2.9766 -1.2358
55 H 8.3742 1.3696 -1.9466
56 H 5.3570 0.9247 2.1984
57 H 5.6750 -0.6830 1.4853
58 H 4.0220 -0.0444 1.5374
59 C 0.5037 2.6172 -9.0158
60 O 0.5738 3.1212 -7.6806
61 C -0.1800 2.4569 -6.8057
62 O -0.8786 1.5086 -7.0528
63 O -0.0249 3.0220 -5.6093
64 C -0.7867 2.4036 -4.5721
65 H 1.1571 3.2422 -9.6174
66 H 0.8534 1.5874 -9.0568
67 H -0.5124 2.6853 -9.3996
68 H -0.4946 1.3624 -4.4405
69 H -1.8508 2.4727 -4.7963
70 H -0.5846 2.9425 -3.6504
71 C -0.6521 -5.0480 3.9008
72 O -1.5486 -4.7379 2.8306
73 C -2.4629 -5.6750 2.5902
74 O -2.5831 -6.7153 3.1809
75 O -3.2263 -5.2593 1.5771
76 C -4.2585 -6.1765 1.2096
77 H 0.0308 -4.2077 3.9847
78 H -1.1961 -5.1634 4.8361
79 H -0.0859 -5.9501 3.6779
80 H -4.9425 -6.3387 2.0404
81 H -3.8329 -7.1232 0.8824
82 H -4.7983 -5.7217 0.3840


Record 4
A cluster of 5 separate species, C24H37N6O14S in total at a distorted geometry, computed with wB97M-V/def2-TZVPD.

The molar mass comes out at 665.66 g/mol. For the HOMO energy, the calculation gives -10.93 eV. Its relative energy (zero: lowest compared OMol25 entry of this formula, charge and spin) is 0.000 eV. As for the LUMO energy: -2.68 eV. As for the charge: +1.

Geometry (Å):
1 C -2.4733 0.3773 -1.1646
2 C -1.0563 -0.1330 -1.2886
3 O -0.5295 -0.8737 -0.1180
4 N -0.7448 -0.3174 1.0848
5 C -1.5819 -0.6106 2.0781
6 N -1.3224 0.1511 3.1560
7 C -0.3052 0.9395 2.7964
8 N 0.2987 1.7859 3.6033
9 C 1.4246 2.6472 3.2711
10 C 2.7703 2.1182 3.7666
11 S 3.4923 3.0019 5.1531
12 C 4.5367 4.0915 4.2985
13 N 5.4805 4.8344 4.8370
14 N 6.0179 5.5675 3.7687
15 C 5.3680 5.1992 2.7144
16 O 4.3976 4.2629 2.9680
17 N 0.0562 0.7179 1.5012
18 H -2.5299 1.2404 -0.4945
19 H -2.7577 0.6763 -2.1736
20 H -3.1839 -0.3812 -0.8200
21 H -0.3506 0.6648 -1.5366
22 H -0.9776 -0.8735 -2.0851
23 H -2.3163 -1.3986 1.9922
24 H -0.0611 1.7885 4.5459
25 H 1.4286 2.7803 2.1875
26 H 1.2046 3.6251 3.7049
27 H 3.4968 2.0891 2.9554
28 H 2.6694 1.0918 4.1303
29 H 5.5040 5.5320 1.6963
30 H 0.7634 1.1208 0.9057
31 C 1.6072 -2.9547 2.5547
32 C 3.0287 -2.4804 2.6865
33 C 3.9780 -3.3775 3.4609
34 O 4.9112 -2.4328 3.9975
35 C 4.3009 -1.2414 4.1163
36 O 4.7402 -0.2962 4.6837
37 O 3.0942 -1.2739 3.4811
38 H 0.9848 -2.1729 2.1172
39 H 1.5682 -3.8264 1.9018
40 H 1.1959 -3.2208 3.5285
41 H 3.4578 -2.2456 1.7082
42 H 4.5085 -4.1053 2.8552
43 H 3.4711 -3.8767 4.2897
44 C 1.4789 -2.5793 -6.0836
45 C 0.0802 -2.3989 -5.5688
46 C -1.0061 -2.1389 -6.5965
47 O -1.9519 -1.3475 -5.8485
48 C -1.2817 -0.7097 -4.8786
49 O -1.7334 0.1681 -4.2001
50 O -0.0312 -1.1847 -4.7663
51 H 2.1868 -2.6097 -5.2578
52 H 1.5476 -3.5252 -6.6196
53 H 1.7553 -1.7650 -6.7545
54 H -0.2098 -3.2286 -4.9273
55 H -1.4990 -3.0313 -6.9682
56 H -0.6402 -1.5354 -7.4293
57 C -3.2037 -3.4301 -2.3530
58 C -2.0965 -4.4461 -2.2759
59 C -1.0977 -4.2820 -1.1441
60 O 0.0994 -4.8332 -1.7008
61 C 0.0341 -4.6978 -3.0461
62 O 0.9353 -4.8586 -3.7986
63 O -1.2162 -4.3221 -3.4101
64 H -3.7623 -3.5399 -3.2808
65 H -3.8954 -3.5721 -1.5223
66 H -2.8024 -2.4151 -2.3150
67 H -2.4970 -5.4631 -2.2784
68 H -1.3640 -4.8092 -0.2322
69 H -0.9185 -3.2253 -0.9273
70 C -4.8937 5.6521 -0.1471
71 C -4.0174 4.5057 0.2705
72 C -3.2209 4.6837 1.5499
73 O -2.0589 3.8662 1.2958
74 C -1.8802 3.8020 -0.0456
75 O -0.9126 3.3228 -0.5577
76 O -2.9403 4.3018 -0.6792
77 H -5.2904 5.4811 -1.1457
78 H -5.7306 5.7453 0.5445
79 H -4.3317 6.5859 -0.1534
80 H -4.5833 3.5706 0.3105
81 H -3.7233 4.3355 2.4477
82 H -2.8930 5.7170 1.6775


Record 5
A cluster of 3 separate species, C24H37NO9S in total at a distorted geometry, computed with wB97M-V/def2-TZVPD.

The molar mass comes out at 515.63 g/mol. For the HOMO energy, the calculation gives -9.08 eV. As for the LUMO energy: -0.25 eV.

Geometry (Å):
1 C -3.7101 0.0456 3.7645
2 C -3.1202 0.5505 2.3763
3 C -2.2678 -0.6367 1.7355
4 C -4.3707 0.9454 1.4765
5 C -3.9727 2.0343 0.4009
6 C -4.4283 3.4871 0.8939
7 C -4.6825 1.8234 -0.9997
8 O -4.1612 0.7041 -1.7359
9 C -2.8261 0.9071 -2.1276
10 N -2.6414 0.6461 -3.5889
11 C -2.0564 1.6310 -4.0420
12 S -1.0274 2.7111 -4.6453
13 O -1.9692 0.1370 -1.2851
14 C -1.3083 -0.9055 -1.9600
15 O -1.7410 -2.0242 -1.9412
16 C 0.0598 -0.7076 -2.7237
17 C 1.3009 -1.0563 -1.8035
18 C 1.9446 0.2213 -1.1364
19 C 1.2048 1.4848 -1.0466
20 C 1.8247 2.6729 -0.4558
21 C 3.2063 2.5956 0.0453
22 C 3.9591 1.3437 -0.0183
23 C 3.3141 0.1633 -0.6059
24 H -4.6060 -0.6084 3.5841
25 H -2.9214 -0.5271 4.3318
26 H -3.9848 0.9600 4.3545
27 H -2.4614 1.4460 2.5622
28 H -1.3746 -0.2259 1.1830
29 H -2.9056 -1.2611 1.0573
30 H -1.8535 -1.2718 2.5624
31 H -5.1049 1.4346 2.1766
32 H -4.7879 0.0137 1.0164
33 H -2.8507 2.0784 0.3270
34 H -4.1292 4.2068 0.0851
35 H -3.8594 3.6870 1.8417
36 H -5.5411 3.4969 1.0682
37 H -4.6969 2.7747 -1.6024
38 H -5.7603 1.5887 -0.7667
39 H -2.5909 1.9973 -1.9341
40 H 0.0778 -1.4234 -3.5920
41 H 0.1389 0.3151 -3.1882
42 H 1.0887 -1.8598 -1.0539
43 H 2.1079 -1.4672 -2.4771
44 H 0.1587 1.6019 -1.4164
45 H 1.2213 3.6045 -0.3896
46 H 3.6037 3.5392 0.4890
47 H 4.9932 1.3239 0.4045
48 H 3.8985 -0.7855 -0.6403
49 C 4.1419 1.3837 -3.8001
50 O 5.2578 1.0139 -4.6121
51 C 5.3915 -0.3040 -4.7856
52 O 4.6716 -1.1556 -4.3269
53 O 6.4643 -0.5150 -5.5578
54 C 6.7296 -1.8907 -5.8278
55 H 4.1289 2.4700 -3.7265
56 H 3.2068 1.0578 -4.2589
57 H 4.2424 0.9706 -2.7964
58 H 5.8967 -2.3453 -6.3657
59 H 6.9321 -2.4327 -4.9033
60 H 7.6160 -1.9371 -6.4583
61 C 0.4247 -4.2906 3.4666
62 O -0.1796 -3.3585 4.3626
63 C 0.4034 -3.2938 5.5649
64 O 1.3557 -3.9362 5.9251
65 O -0.2578 -2.3892 6.2975
66 C 0.2588 -2.2137 7.6159
67 H -0.1309 -4.2542 2.5308
68 H 1.4610 -4.0159 3.2662
69 H 0.3653 -5.3034 3.8667
70 H 1.2886 -1.8563 7.5817
71 H 0.1930 -3.1434 8.1822
72 H -0.3531 -1.4617 8.1114


Record 6
A structure of composition C24H37PPt at a distorted geometry, computed with wB97M-V/def2-TZVPD.

The molar mass comes out at 551.61 g/mol. For the HOMO energy, the calculation gives -15.47 eV. Its relative energy (zero: lowest compared OMol25 entry of this formula, charge and spin) is 0.580 eV. As for the LUMO energy: -8.27 eV. As for the charge: +2.

Geometry (Å):
1 Pt 0.2957 0.7942 0.2220
2 C 5.5937 0.1759 0.1476
3 C 4.3266 0.4611 -0.6660
4 C 4.6272 1.4240 -1.8073
5 C 3.2065 0.9116 0.2612
6 C 2.4643 2.1257 -0.0012
7 C 1.5260 2.6360 0.8711
8 C 1.1339 1.8466 2.0068
9 C 0.2366 2.4509 3.0833
10 C 1.7955 0.5982 2.1870
11 C 2.8466 0.1753 1.3448
12 H 6.4064 -0.0673 -0.5371
13 H 5.4685 -0.6692 0.8231
14 H 5.9098 1.0404 0.7316
15 H 3.9614 -0.4788 -1.0925
16 H 4.9652 2.3993 -1.4522
17 H 3.7737 1.5716 -2.4731
18 H 5.4323 1.0101 -2.4135
19 H 2.6890 2.6783 -0.9024
20 H 1.0393 3.5904 0.7224
21 H -0.7975 2.1418 2.9763
22 H 0.2814 3.5362 3.0293
23 H 0.5741 2.1472 4.0725
24 H 1.4962 0.0061 3.0432
25 H 3.3578 -0.7559 1.5535
26 C -4.2249 -0.2626 -0.5706
27 C -3.0812 0.4047 0.2321
28 C -3.4669 0.5423 1.7083
29 C -2.8539 1.8005 -0.3721
30 P -1.5535 -0.5457 0.0283
31 C -1.0972 -0.6624 -1.6666
32 C -1.4517 -1.6727 -2.5554
33 C -0.9654 -1.6248 -3.8535
34 C -0.1339 -0.5861 -4.2661
35 C 0.2111 0.4397 -3.3958
36 C -0.2997 0.3921 -2.1079
37 C -1.4688 -2.1139 0.9347
38 C -0.2806 -2.9164 0.3920
39 C -2.7715 -2.9303 0.7604
40 C -1.2311 -1.8576 2.4314
41 H -5.1225 0.3332 -0.3942
42 H -4.4498 -1.2799 -0.2684
43 H -4.0318 -0.2546 -1.6449
44 H -4.3771 1.1417 1.7583
45 H -2.7093 1.0544 2.3036
46 H -3.6861 -0.4115 2.1805
47 H -3.7712 2.3761 -0.2306
48 H -2.6466 1.7656 -1.4427
49 H -2.0632 2.3653 0.1251
50 H -2.0874 -2.4956 -2.2577
51 H -1.2363 -2.4031 -4.5541
52 H 0.2271 -0.5641 -5.2854
53 H 0.8169 1.2697 -3.7305
54 H -0.1109 1.3431 -1.5037
55 H -0.4406 -3.2955 -0.6173
56 H -0.1442 -3.7697 1.0575
57 H 0.6528 -2.3518 0.3916
58 H -3.0227 -3.1699 -0.2731
59 H -3.6308 -2.4447 1.2163
60 H -2.6177 -3.8790 1.2776
61 H -0.2864 -1.3528 2.6365
62 H -1.1838 -2.8386 2.9059
63 H -2.0198 -1.2948 2.9204